# 1
{
  "formula": "C17H32N2O7S",
  "method": "the ωB97M-V functional and the def2-TZVPD basis",
  "multiplicity": 1,
  "charge": 0,
  "homo_ev": -9.10,
  "homo_lumo_gap_ev": 9.359,
  "total_energy_ev": -46291.562,
  "species": ["S", "O", "O", "O", "O", "O", "O", "O", "N", "N", "C", "C", "C", "C", "C", "C", "C", "C", "C", "C", "C", "C", "C", "C", "C", "C", "C", "H", "H", "H", "H", "H", "H", "H", "H", "H", "H", "H", "H", "H", "H", "H", "H", "H", "H", "H", "H", "H", "H", "H", "H", "H", "H", "H", "H", "H", "H", "H", "H"],
  "xyz": [[5.1753, 0.6906, 1.4492], [-4.5223, 5.1655, -0.3198], [2.6596, -5.6746, -0.1354], [3.3259, -1.2934, -2.0896], [-0.4621, -0.7510, -0.0986], [3.7372, -1.0158, 0.0820], [6.3063, 1.2456, 0.7750], [5.3421, -0.4825, 2.2457], [1.6106, -1.7314, -0.6706], [1.4940, -2.3451, 0.5905], [-1.0509, 0.4482, 0.2498], [-1.4600, 1.3689, -0.7104], [-2.2054, 2.8764, 1.0106], [0.6720, -0.5970, -0.8955], [-4.6446, 6.2564, -2.5212], [-5.0853, 5.1164, -1.6179], [4.1604, -6.4519, 1.6519], [3.8331, 0.3725, 0.2893], [3.1689, -6.5094, -1.1600], [-4.8506, 6.3054, 0.4534], [-2.0343, 2.5759, -0.3376], [-1.8245, 1.9374, 1.9613], [2.9195, -1.3409, -0.9838], [2.4358, -7.8338, -1.2906], [2.7395, -6.1919, 1.1809], [-6.3360, 6.4426, 0.7420], [-1.2497, 0.7260, 1.5937], [-2.6335, 3.8258, 1.2849], [-4.3102, 6.1823, 1.3927], [2.2804, -5.4357, 1.8197], [4.1648, -6.7018, 2.7131], [-6.5065, 7.2455, 1.4594], [-6.1783, 5.0696, -1.5606], [3.9851, 0.9163, -0.6392], [-1.3119, 1.1178, -1.7500], [-3.5570, 6.3413, -2.5252], [2.7717, -8.3613, -2.1834], [0.4250, -0.5997, -1.9551], [1.5540, -3.3474, 0.5079], [4.2434, -6.6723, -1.0229], [2.6166, -8.4856, -0.4341], [4.7810, -5.5686, 1.4966], [1.1562, 0.3613, -0.6895], [3.0521, -5.9379, -2.0806], [-6.9048, 6.6782, -0.1589], [1.3601, -7.6687, -1.3623], [4.6150, 1.6844, 2.1864], [4.6210, -7.2820, 1.1142], [-5.0522, 7.2148, -2.1958], [-0.9697, 0.0191, 2.3566], [-4.9864, 6.0809, -3.5414], [-4.7524, 4.1682, -2.0413], [2.1289, -7.0968, 1.2753], [-6.7319, 5.5129, 1.1523], [-4.4618, 7.2149, -0.0181], [2.9239, 0.7476, 0.7680], [-2.3449, 3.2701, -1.1010], [-1.9622, 2.1711, 3.0064], [2.1301, -1.9735, 1.2817]]
}



# 2
{
  "formula": "C17H32N4O3",
  "method": "the ωB97M-V functional and the def2-TZVPD basis",
  "multiplicity": 1,
  "charge": 0,
  "de_lowest_ev": 0.000,
  "homo_ev": -8.99,
  "homo_lumo_gap_ev": 9.443,
  "total_energy_ev": -30249.289,
  "species": ["O", "O", "O", "N", "N", "N", "N", "C", "C", "C", "C", "C", "C", "C", "C", "C", "C", "C", "C", "C", "C", "C", "C", "C", "H", "H", "H", "H", "H", "H", "H", "H", "H", "H", "H", "H", "H", "H", "H", "H", "H", "H", "H", "H", "H", "H", "H", "H", "H", "H", "H", "H", "H", "H", "H", "H"],
  "xyz": [[4.7657, -0.0157, 3.1076], [-6.8070, -0.6573, 0.3881], [4.4102, 2.3615, -1.3835], [-5.6065, -1.6185, -2.0682], [3.4377, 0.5900, -2.5857], [-2.8604, 0.6582, -1.3687], [6.0116, 0.7579, 0.6080], [-6.1561, -1.9121, 0.3458], [5.6423, -0.5160, 4.0994], [-6.0801, -2.5558, -1.0469], [2.2889, -0.2492, -2.1040], [-2.2173, 0.3328, -0.2576], [-0.0241, 0.5921, -1.1805], [-7.3956, -3.1747, -1.5103], [6.0686, 1.6380, 1.7759], [-0.7053, 0.9217, -2.3500], [1.4756, 0.5914, -1.0754], [-2.0876, 0.9502, -2.4187], [7.4668, 1.5683, 2.3830], [-8.2195, -0.7096, 0.4432], [1.9838, 2.0369, -1.3908], [4.9413, 1.3503, 2.7789], [-0.8386, 0.2699, -0.0891], [3.4468, 1.7670, -1.7486], [3.9972, 1.6574, 2.3191], [-6.1847, -0.7844, -2.0122], [5.0606, 1.9477, 3.6929], [-8.5636, 0.2018, 0.9318], [7.5072, 2.0818, 3.3464], [-6.6082, -2.5983, 1.0751], [1.7400, -0.6004, -2.9693], [-7.2183, -3.8444, -2.3516], [5.8724, 0.2435, 4.8520], [1.7565, 0.4577, -0.0320], [-7.8650, -3.7536, -0.7118], [2.7559, -1.0414, -1.5193], [-2.5745, 1.2304, -3.3433], [-8.6571, -0.7406, -0.5575], [1.8610, 2.7093, -0.5455], [5.9171, 2.6624, 1.4231], [8.1865, 2.0444, 1.7177], [-4.6796, -1.2869, -1.8120], [-8.1049, -2.4190, -1.8469], [7.7977, 0.5402, 2.5295], [-0.1399, 1.1642, -3.2453], [-8.5681, -1.5696, 1.0227], [5.1426, -1.3516, 4.5895], [-0.4132, -0.0166, 0.8625], [-5.3473, -3.3657, -0.9767], [-2.8369, 0.0921, 0.6026], [3.1800, 0.8734, -3.5257], [1.5118, 2.4016, -2.3016], [5.1197, 0.8936, 0.1429], [-5.1341, -1.7170, 0.6823], [5.9781, -0.2003, 0.9486], [6.5702, -0.8891, 3.6599]]
}



# 3
{
  "formula": "C17H32O5",
  "method": "the ωB97M-V functional and the def2-TZVPD basis",
  "multiplicity": 1,
  "charge": 0,
  "de_lowest_ev": 3.558,
  "homo_ev": -9.29,
  "homo_lumo_gap_ev": 9.867,
  "total_energy_ev": -28382.198,
  "species": ["O", "O", "O", "O", "O", "C", "C", "C", "C", "C", "C", "C", "C", "C", "C", "C", "C", "C", "C", "C", "C", "C", "H", "H", "H", "H", "H", "H", "H", "H", "H", "H", "H", "H", "H", "H", "H", "H", "H", "H", "H", "H", "H", "H", "H", "H", "H", "H", "H", "H", "H", "H", "H", "H"],
  "xyz": [[2.1047, 4.2505, -2.0259], [-1.7311, -4.2817, 1.0361], [3.8753, 3.1351, -0.1420], [0.6247, -3.8626, 0.4478], [0.6633, -1.3219, -0.7724], [-1.8094, -0.7490, -3.6289], [-1.9299, -4.7250, 2.2980], [0.0642, 1.5812, 2.8847], [-2.1015, 2.9062, 1.8354], [-2.7153, -0.2982, -2.6566], [3.7463, 2.7479, 1.2610], [-0.7352, 0.8959, 1.9454], [1.2088, 5.3450, -2.2934], [-2.4049, -2.3562, -1.4086], [1.7815, -4.5760, 1.0074], [-1.2315, -2.0042, -3.4478], [-1.8209, 1.6019, 1.4251], [-1.5577, -2.8150, -2.3768], [1.5338, -0.3216, -1.3988], [-1.3373, 3.5179, 2.8197], [-0.2191, 2.8829, 3.3681], [-2.9567, -1.0706, -1.5167], [4.0992, 3.5860, 1.8921], [2.4721, -4.9966, 0.2688], [-0.4568, -2.5009, -4.1312], [2.6892, 2.4535, 1.5674], [-2.2374, -3.8267, 2.8852], [-0.9844, -5.1575, 2.7215], [2.9687, 3.3417, -0.4770], [-2.6767, -5.4994, 2.2677], [4.4365, 1.8715, 1.3532], [-1.5929, -0.2068, -4.5362], [-2.4872, 1.2109, 0.6854], [1.2848, -5.3737, 1.5451], [1.3566, 0.6664, -0.9321], [-1.4750, 4.5899, 3.0277], [-2.6301, -2.9088, -0.4754], [-1.0656, -3.7786, -2.2302], [1.7163, 6.3592, -2.3299], [0.6685, 5.1351, -3.2065], [-0.8298, -4.2118, 0.8706], [-0.2728, -1.0383, -0.8907], [-3.5789, -0.6717, -0.7240], [0.8594, 0.9292, 3.2733], [-3.1370, 0.7075, -2.7509], [2.9920, 4.5647, -1.9614], [0.4790, 5.3370, -1.5098], [0.3755, 3.3899, 4.0925], [-0.2178, 0.0247, 1.5855], [2.5367, -0.6515, -1.1602], [1.2927, -0.2210, -2.4848], [0.9454, -3.0306, 0.0386], [-2.9440, 3.3748, 1.3734], [2.3616, -3.9506, 1.6914]]
}



# 4
{
  "formula": "C17H33AsO3PtSSi2",
  "method": "the ωB97M-V functional and the def2-TZVPD basis",
  "multiplicity": 3,
  "charge": 0,
  "de_lowest_ev": 0.000,
  "homo_ev": [-6.65, -7.40],
  "homo_lumo_gap_ev": [6.751, 6.215],
  "total_energy_ev": -114981.986,
  "species": ["Pt", "As", "S", "Si", "Si", "O", "O", "O", "C", "C", "C", "C", "C", "C", "C", "C", "C", "C", "C", "C", "C", "C", "C", "C", "C", "H", "H", "H", "H", "H", "H", "H", "H", "H", "H", "H", "H", "H", "H", "H", "H", "H", "H", "H", "H", "H", "H", "H", "H", "H", "H", "H", "H", "H", "H", "H", "H", "H"],
  "xyz": [[11.1293, 10.8815, 6.1949], [9.3358, 10.8178, 4.7213], [13.5140, 10.4075, 4.7950], [10.2226, 8.5773, 6.0449], [7.7114, 11.7072, 6.2847], [11.5292, 12.9342, 5.9729], [12.0664, 17.4517, 7.3684], [12.5060, 11.0703, 7.7954], [6.0617, 10.9410, 5.7693], [12.0450, 16.0991, 7.6073], [11.7808, 15.1725, 6.6245], [11.1385, 7.7303, 4.6213], [12.3034, 11.6971, 10.0693], [12.2793, 15.6993, 8.9403], [8.1073, 11.2670, 8.0850], [7.5404, 13.6014, 6.2249], [8.3933, 8.1611, 6.0550], [14.5031, 11.9391, 4.8569], [14.7291, 9.3447, 5.6021], [12.0810, 13.3968, 8.2724], [10.7536, 8.1718, 7.8200], [12.2121, 14.3876, 9.2526], [12.2531, 12.0294, 8.6536], [12.1768, 18.0721, 6.0431], [11.8030, 13.7859, 6.9239], [7.9789, 13.9897, 7.1392], [7.8744, 8.1102, 5.0580], [12.4771, 16.4875, 9.6421], [11.2034, 18.1120, 5.5294], [12.6039, 10.6492, 10.0845], [10.5957, 8.9249, 8.5711], [5.9597, 9.8755, 5.9584], [5.7426, 11.1419, 4.7571], [11.5216, 8.4431, 3.8990], [14.8574, 12.0564, 5.8965], [7.1455, 11.1654, 8.5628], [5.3367, 11.5354, 6.3731], [6.4460, 13.8320, 6.2202], [11.9670, 7.0977, 4.9727], [8.3081, 7.1665, 6.4781], [10.4216, 7.0567, 4.1791], [10.1424, 7.2972, 8.0852], [8.7115, 10.3444, 8.1758], [11.4581, 15.3904, 5.6102], [11.7994, 7.9021, 7.8654], [7.7227, 8.7630, 6.7223], [13.8256, 12.7603, 4.5249], [12.1072, 14.0953, 10.2973], [12.5484, 19.1097, 6.2117], [13.0314, 12.2977, 10.5570], [14.3697, 8.3112, 5.6924], [15.3261, 11.8235, 4.1699], [8.7245, 12.0495, 8.5716], [12.8742, 17.5385, 5.4050], [11.3268, 11.8533, 10.5393], [8.0070, 14.0509, 5.3583], [14.9492, 9.6636, 6.6160], [15.6618, 9.3146, 5.0286]]
}